[1]
A single C4H8N2S molecule, computed with wB97M-V/def2-TZVPD.

Computed properties:
Relative energy (zero: lowest compared OMol25 entry of this formula, charge and spin), kcal per mole: 23.5
Net charge: 0
HOMO energy, eV: -8.54
LUMO, Eh: 0.0290
HOMO-LUMO gap, eV: 9.3

Each line ends with the natural charge from an NBO analysis.
CARTESIAN COORDINATES (ANGSTROEM)
S  -0.1258  0.9562  -1.2219  0.2690
N  -0.2125  -0.9966  0.4983  -0.6503
N  0.9300  0.9306  1.2268  -0.5137
C  -1.1484  -0.4672  -1.6012  -0.5511
C  0.2743  0.2947  0.3682  0.2972
C  -0.6195  -1.5854  -0.7489  -0.2203
C  1.1306  0.3574  2.5458  -0.4527
H  0.1705  0.0845  3.0037  0.1844
H  -1.3619  -2.4113  -0.6415  0.2025
H  1.8803  -0.4386  2.5356  0.1851
H  -2.2114  -0.2916  -1.4197  0.2162
H  0.1605  -2.2032  -1.2280  0.1813
H  0.0968  -1.5631  1.2941  0.4096
H  1.5637  1.1161  3.2131  0.2082
H  -1.1293  -0.7273  -2.6657  0.2346



[2]
A single C5H8O molecule, computed with wB97M-V/def2-TZVPD.

Computed properties:
Relative energy (zero: lowest compared OMol25 entry of this formula, charge and spin), kcal per mole: 48.9
Net charge: 0
HOMO energy, eV: -10.12
LUMO, Eh: 0.0344
HOMO-LUMO gap, eV: 11.1

Each line ends with the natural charge from an NBO analysis.
CARTESIAN COORDINATES (ANGSTROEM)
O  0.9278  0.2538  1.4174  -0.7061
C  0.9684  -0.1322  -1.0376  -0.6095
C  0.1424  0.1584  0.2313  0.1613
C  -1.2424  -2.1023  0.3518  -0.2474
C  -0.5700  1.5081  0.1280  -0.6028
C  -0.7383  -1.0097  0.3334  -0.0232
H  0.1992  2.2863  0.0801  0.2206
H  0.3431  0.0801  -1.9144  0.2153
H  1.2461  -1.1920  -1.0813  0.2195
H  -1.1812  1.5626  -0.7753  0.2116
H  -1.8106  -2.9787  0.5330  0.2381
H  1.8674  0.4856  -1.0509  0.2197
H  1.0483  -0.6309  1.7841  0.4789
H  -1.2003  1.7111  1.0003  0.2241



[3]
2 unconnected molecules or ions with the total composition C7H15N, computed with wB97M-V/def2-TZVPD.

Computed properties:
Relative energy (zero: lowest compared OMol25 entry of this formula, charge and spin), kcal per mole: 86.8
Net charge: +1
HOMO energy (alpha / beta), eV: -12.34 / -12.25
LUMO (alpha / beta), Eh: -0.1615 / -0.3258
⟨S²⟩: 0.752
Spin multiplicity: 2
HOMO-LUMO gap (alpha / beta), eV: 7.9 / 3.4

Each line ends with the Löwdin spin population.
CARTESIAN COORDINATES (ANGSTROEM)
N  -0.2486  0.7392  3.4207  0.0147
C  1.1079  -0.6639  -1.8546  0.3705
C  -0.6314  0.6905  2.0579  0.0011
C  -1.0757  -0.6765  1.6387  0.0087
C  2.4137  -1.2224  -1.3149  0.0635
C  -2.2920  -0.8664  1.0733  0.0127
C  0.6765  0.6101  -1.7720  0.3643
C  -0.6073  1.1387  -2.3478  0.0614
H  0.6203  0.2093  3.4923  0.0003
H  0.5287  -1.4078  -2.3983  0.0084
H  -0.0306  1.6867  3.7580  0.0005
H  -2.6659  -1.9355  0.7827  0.0001
H  -0.3884  1.9420  -3.0371  0.0192
H  1.2753  1.3796  -1.2737  0.0074
H  -0.4162  -1.5627  1.8722  -0.0004
H  -2.8864  -0.0544  0.7170  0.0008
H  -1.0988  0.3589  -2.9563  -0.0008
H  -1.5385  1.2525  1.8455  0.0002
H  3.0675  -1.7183  -2.0552  0.0198
H  -1.2959  1.4897  -1.5572  0.0234
H  0.1482  1.0089  1.3399  0.0000
H  3.0583  -0.4297  -0.9176  -0.0007
H  2.2794  -1.9685  -0.5135  0.0250



[4]
A molecular structure, C25H18F3N5O5SbSe4Sr, computed with wB97M-V/def2-TZVPD.

Computed properties:
Relative energy (zero: lowest compared OMol25 entry of this formula, charge and spin), kcal per mole: 0.0
Net charge: -1
HOMO energy, eV: -5.32
LUMO, Eh: 0.0439
HOMO-LUMO gap, eV: 6.5

Each line ends with the natural charge from an NBO analysis.
CARTESIAN COORDINATES (ANGSTROEM)
Sb  2.9306  -4.3823  -0.8231  1.0611
Sr  0.7772  0.2475  -0.4059  1.8044
Se  5.2169  -4.9033  -0.4719  -0.6257
Se  2.2546  -3.7957  -3.2066  -0.3456
Se  1.0851  -5.3197  0.3645  -0.6799
Se  2.6269  -1.9526  -1.6823  -0.3849
F  -4.8005  -4.7777  0.6671  -0.3248
F  -4.1915  -5.5837  -1.2856  -0.3183
F  -5.5759  -3.8742  -1.1862  -0.3292
O  -0.8599  1.4403  1.0588  -0.7981
O  -3.5272  4.1019  4.1478  -0.3716
O  -1.1659  1.6910  -1.1265  -0.7950
O  5.2965  1.3817  -0.2107  -0.7026
O  -4.9465  5.5398  3.4144  -0.3931
N  2.2743  1.6878  -2.0630  -0.5163
N  1.6514  -1.2136  1.7026  -0.5359
N  -4.1022  4.6799  3.2513  0.5337
N  3.2566  0.3515  0.1155  -0.7740
N  -1.2175  -1.6625  -0.6424  -0.4930
C  -3.3049  -3.4763  -0.6294  -0.1023
C  -3.1373  3.6331  -0.7159  -0.1368
C  3.4964  -2.2030  2.8367  -0.2520
C  -2.3301  -1.4270  0.0660  0.0315
C  -3.7624  4.3112  1.8661  -0.0080
C  0.8410  -2.0354  2.3794  0.0408
C  2.6299  2.9903  -4.0404  -0.2701
C  -2.4833  3.0105  0.3394  -0.1670
C  1.2839  -2.9444  3.3150  -0.2136
C  -1.4262  1.9693  0.0695  0.7517
C  3.5733  1.8138  -1.7656  0.1619
C  -2.1699  -3.7319  -1.3640  -0.2123
C  -3.3921  -2.3042  0.1134  -0.2313
C  -1.1393  -2.7959  -1.3294  0.0742
C  4.1157  1.1477  -0.5142  0.5798
C  4.4507  2.5276  -2.5729  -0.2236
C  -4.4251  4.9467  0.8299  -0.1883
C  -4.4654  -4.4382  -0.6126  0.9750
C  2.6502  -3.0380  3.5362  -0.1641
C  2.9646  -1.2797  1.9373  0.2466
C  1.8266  2.2714  -3.1775  0.0375
C  -2.7967  3.3487  1.6469  -0.1093
C  3.8828  -0.3119  1.2385  -0.2837
C  -4.1052  4.5986  -0.4717  -0.2240
C  3.9757  3.1197  -3.7261  -0.1623
H  5.4827  2.5867  -2.2598  0.2530
H  -2.2857  2.8671  2.4684  0.2641
H  4.5691  -2.2554  2.9667  0.2241
H  -2.3548  -0.4980  0.6219  0.2176
H  -2.0521  -4.6414  -1.9334  0.2465
H  3.0486  -3.7680  4.2284  0.2143
H  -0.2148  -1.9595  2.1459  0.1898
H  -2.8702  3.3442  -1.7233  0.2405
H  -4.2674  -2.0798  0.7072  0.2310
H  4.2415  0.4144  1.9816  0.2080
H  0.7658  2.1578  -3.3739  0.2002
H  -5.1702  5.6956  1.0543  0.2441
H  -0.2334  -2.9670  -1.8943  0.2336
H  4.6411  3.6765  -4.3738  0.2109
H  0.5821  -3.5969  3.8127  0.2119
H  -4.6119  5.0835  -1.2950  0.2160
H  4.7858  -0.8527  0.9251  0.2174
H  2.2080  3.4339  -4.9311  0.2152